(1)
Here is C25H41F3O2P2Ru as an isolated structure from the Open Molecules 2025 dataset. Energies are from ωB97M-V with the def2-TZVPD basis set.

Results
- energy relative to the best compared isomer or geometry (same formula, charge and spin) (kcal per mole) = 77.6
- 2S+1 = 5
- total charge = +2
- HOMO-LUMO gap (spin up / spin down) (eV) = 6.03 / 4.43
- HOMO (spin up / spin down) (eV) = -12.93 / -13.53
- LUMO (spin up / spin down) (Ha) = -0.2537 / -0.3345

```
74
Properties=species:S:1:pos:R:3:forces:R:3
C -0.8054 3.1592 -1.3340 0.12 1.21 -0.45
C -3.6520 4.8749 -0.2040 0.51 0.02 0.70
C -4.6681 3.5528 -2.5746 0.27 0.34 0.50
C 0.2265 0.7536 2.0471 -0.77 -0.82 -1.51
H -0.4408 -2.5929 2.5305 0.06 0.24 0.26
H -4.1777 5.7166 -0.7042 0.16 -0.74 0.17
C 1.6229 2.7015 0.9507 0.03 0.50 -0.17
C 2.8892 0.2629 -0.5705 0.33 0.01 -0.45
H -2.5634 4.9808 -0.3569 -0.58 -0.02 0.04
P -3.0584 3.2997 -3.4644 -0.73 1.29 -2.01
H -2.6707 -0.5619 -3.5821 0.11 0.34 0.02
H -4.5803 2.0127 -4.9402 0.20 0.13 -0.07
C -3.1017 1.8544 -1.0110 0.41 -0.16 3.02
H -3.4542 5.4715 -4.5181 0.30 0.06 0.16
H 2.2290 2.8576 0.0407 -0.21 0.04 0.50
F -2.9229 -4.2070 -0.1129 1.04 0.90 -0.14
H 0.7310 3.3420 0.8905 0.40 -0.05 0.27
O -0.9201 -1.2861 -0.5579 -1.09 -0.75 0.31
P -4.2794 3.2746 -0.7992 -1.07 1.36 -3.65
C -3.2228 0.6905 -2.0411 -0.73 -0.08 1.15
H -5.3719 2.7621 -2.8804 0.23 0.24 0.08
H -6.6573 3.5806 -0.7222 0.38 -0.06 0.03
H -1.9071 2.8795 0.4778 0.03 0.37 -0.81
H 1.1921 2.6329 -1.8941 -0.38 -0.59 -0.82
H -5.1113 4.5374 -2.8026 0.05 -0.39 0.24
F -0.9198 -4.0448 0.7640 -0.65 0.58 -0.87
H -5.9572 3.4837 0.9098 -0.05 -0.24 -0.14
H 0.7275 -2.0056 3.7184 -0.19 0.26 -0.32
F -1.1907 -3.9078 -1.4179 -0.46 0.58 1.02
O -2.8798 -1.5230 0.5939 2.02 -0.09 -0.80
C -2.6057 5.0177 -3.9888 -0.15 0.01 0.13
H -1.7566 4.9440 -4.6844 -0.23 0.06 0.18
C 0.2153 2.6849 -2.4330 -0.96 0.38 0.28
C -1.7476 -3.5443 -0.2283 -0.13 -0.73 0.22
H -2.7668 1.0953 -4.1531 0.63 -0.47 0.42
C -1.7196 2.3204 -0.5028 -0.40 -1.52 2.00
H 0.3362 1.5866 4.0353 -0.58 0.01 -0.05
H -1.4488 3.9227 -1.8394 0.59 -0.46 0.23
C 0.0089 1.4560 -3.3166 2.12 1.89 0.92
H 0.3353 3.5641 -3.1124 0.14 -0.62 0.17
C -0.8695 0.4444 -3.3213 -2.69 -1.30 1.70
C -2.3852 0.4751 -3.3253 -0.53 -0.76 -0.70
C 1.3752 -1.0117 1.0680 0.94 0.87 -1.57
H -6.1783 2.0014 -0.0617 -0.05 0.09 0.05
H 2.7984 -0.5009 -1.3518 -0.02 0.05 0.21
H -3.5357 1.3642 -0.0510 0.38 -0.33 -0.54
C 0.4044 -0.7199 2.0288 0.21 2.03 1.16
H 2.9282 1.2280 -1.0819 0.08 -0.05 0.09
H -2.3094 5.6574 -3.1491 -0.03 -0.09 -0.16
H -3.1122 2.5488 -5.8095 -0.23 0.08 0.04
C 1.2103 1.2885 1.0718 -0.69 -0.97 0.72
H -4.3097 0.5989 -2.2744 0.78 -0.07 -0.35
H 2.7455 -2.2834 0.0437 -0.22 -0.11 0.24
Ru -1.8367 1.0427 1.3196 1.05 -0.81 -2.29
C -0.0795 -1.6806 3.0331 -0.61 -0.35 -0.01
H -0.5523 2.5701 2.8491 0.04 -0.27 0.36
H -3.8604 4.9387 0.8805 0.20 0.05 -0.45
H 2.2243 3.0419 1.8213 -0.32 -0.28 -0.42
H -0.5040 -0.5868 -3.1381 0.34 0.46 -0.71
H 0.8628 1.2815 -3.9820 0.15 0.04 0.17
C 2.0053 -2.3361 0.8513 0.09 -0.21 -0.22
H -0.8897 -1.2556 3.6340 0.12 -0.21 -0.01
C -0.3511 1.5309 3.1688 0.71 0.32 0.79
H 3.8640 0.1114 -0.0767 -0.28 0.06 -0.21
H 1.2726 -3.1212 0.6078 0.18 0.29 0.14
C -1.8625 -1.9533 -0.0523 -0.56 0.44 0.16
C -5.9145 3.0624 -0.1020 -0.20 -0.48 0.97
H 2.5351 -2.6421 1.7686 -0.18 0.01 -0.22
C -3.8719 2.8404 -5.0730 0.18 0.04 -0.07
H -3.0121 -0.1776 -1.3996 -0.05 0.18 -0.19
H -4.4169 3.7179 -5.4470 0.08 -0.35 -0.01
H -1.2843 1.0347 3.5230 0.09 0.30 0.29
C 1.7835 0.2022 0.4188 0.39 -1.22 0.87
H -0.2178 3.7768 -0.6233 -0.12 -0.46 -0.60
```
Forces are in eV/Å.

---

(2)
Here is H4N2O3Si as an isolated structure from the Open Molecules 2025 dataset. Energies are from ωB97M-V with the def2-TZVPD basis set.

Results
- energy relative to the best compared isomer or geometry (same formula, charge and spin) (kcal per mole) = 16.1
- 2S+1 = 1
- total charge = 0
- HOMO-LUMO gap (eV) = 9.46
- HOMO (eV) = -9.22
- LUMO (Ha) = 0.0089

```
10
Properties=species:S:1:pos:R:3:forces:R:3
N -1.3113 0.7494 0.2450 0.33 0.03 0.57
H -1.9405 -0.0359 0.1522 0.08 -0.15 -0.09
Si 0.3104 0.4423 0.6542 -0.60 -2.00 -2.61
H -1.7985 1.5665 0.5828 0.04 0.03 -0.04
O 1.3861 1.3887 -0.0763 0.26 0.08 0.44
O 1.3457 -1.8567 -1.2135 -0.30 -0.25 -0.15
N 0.3161 -1.5663 -0.6392 0.21 2.54 2.00
O -0.7278 -2.1893 -0.6645 0.15 -0.18 -0.27
H 1.5870 1.3322 -1.0086 -0.10 -0.01 -0.31
H 0.8327 0.1693 1.9679 -0.06 -0.12 0.46
```
Forces are in eV/Å.

---

(3)
Here is a 40-piece molecular cluster, H80O40 overall from the Open Molecules 2025 dataset. Energies are from ωB97M-V with the def2-TZVPD basis set.

Results
- energy relative to the best compared isomer or geometry (same formula, charge and spin) (kcal per mole) = 297.5
- 2S+1 = 1
- total charge = 0
- HOMO-LUMO gap (eV) = 9.04
- HOMO (eV) = -9.51
- LUMO (Ha) = -0.0171

```
120
Properties=species:S:1:pos:R:3:forces:R:3
H -0.9045 2.5022 3.7674 1.05 -0.50 0.68
H 0.7804 -3.4844 2.2932 0.08 -0.08 0.40
O 1.4280 -3.5912 3.0119 0.43 -0.61 -1.06
O -2.1011 3.2012 -2.7504 1.50 -0.37 -0.24
H -3.3587 4.2550 -1.4152 1.35 -0.76 -1.08
O -2.8682 -0.3414 5.3232 -0.40 1.29 -2.14
H 2.5752 1.8734 -0.4624 -0.76 1.54 -2.07
H -0.2628 -0.1974 -5.1097 2.49 -0.20 2.59
H -1.6882 2.4105 -6.2581 1.37 1.66 0.27
O -1.6936 -5.2934 -0.5385 -2.65 4.02 1.37
O -1.2930 -2.3094 -4.2533 2.29 -2.25 1.77
O -0.1722 2.0266 4.2423 -0.61 0.04 0.06
H -2.9731 1.5051 5.0848 0.85 0.92 0.09
H -2.5516 -2.6301 2.8808 0.49 1.30 -2.01
H 5.5361 -2.6374 1.1610 0.42 -0.99 0.41
H -1.7774 -6.1732 -0.3847 0.40 -3.95 0.12
H 0.7682 4.1594 1.2937 -0.03 -0.47 -0.28
H 1.4913 2.7620 3.4457 -1.20 -0.61 1.56
O -2.7164 -0.5291 -3.9989 -1.35 1.87 0.52
H -6.4248 -0.5172 -1.1696 1.47 -2.30 -1.58
H 5.8133 0.6569 1.6256 0.44 -0.05 -0.57
H -3.9881 1.1958 -0.8312 -0.21 -0.16 1.52
H -2.1494 -2.6464 -4.4122 -1.42 -0.22 -0.33
H -3.3459 -1.0599 1.0812 -0.49 0.05 0.30
O -0.4309 0.6367 1.8404 0.67 -0.80 3.36
O -3.7510 0.9049 -1.6908 0.90 -1.42 -1.78
H 1.1447 3.1414 0.1953 -0.36 1.01 0.84
O -1.5503 -1.3101 -0.9466 -1.79 1.41 0.23
H -1.0003 -1.8760 -5.0278 0.25 0.70 -1.39
H 5.4264 0.7506 -3.8871 -1.22 -0.24 1.24
O 4.8535 0.3447 -3.1837 1.59 -0.74 -1.35
O 1.4885 -0.0952 -1.9431 -0.32 -4.02 3.81
H 6.3185 -1.3036 0.9614 -0.16 -0.40 0.19
O 1.7663 -1.0713 3.0293 -1.61 -2.78 -0.78
O 0.8332 -2.7656 5.4083 0.19 1.82 1.50
H 3.9195 3.8379 -0.4639 0.29 -0.15 0.52
H -0.9717 -4.3340 4.6592 -0.17 0.93 1.35
H 0.7367 2.8894 -1.8152 -0.71 0.23 0.14
O -0.9842 -4.7247 3.8137 -1.04 0.82 -1.62
H 2.5682 0.4197 -0.1117 0.04 0.09 -0.11
O -5.9151 -1.2528 -1.7051 -2.15 1.58 2.25
H -2.2884 2.5986 5.9637 -0.25 0.24 0.31
H -1.0678 -3.0440 0.6379 0.59 -0.85 0.30
H -5.3343 -0.7310 -2.2378 0.68 0.77 -0.71
H 0.3783 -3.5761 5.5762 0.30 -0.65 -0.36
O -4.1638 -0.6285 0.7817 0.78 1.39 3.15
H 1.8466 -0.6443 -4.1978 -0.94 -2.71 -1.25
O -2.2880 -2.0253 2.1022 -0.64 -2.21 1.17
H -1.4185 4.3094 -0.4787 0.61 4.07 2.05
H 5.3212 3.5578 -1.0891 1.78 -0.80 0.85
H -3.7238 3.8243 1.4120 0.22 -0.59 0.88
H 1.8538 3.5818 -2.6004 -0.14 -0.56 0.10
O -3.9099 3.5754 2.3416 2.40 -3.06 0.64
H 4.0955 0.4699 2.6641 1.55 -1.84 0.52
H 2.1498 -2.9939 2.7705 -0.14 -0.30 0.12
H 2.3695 -0.4136 2.9312 2.75 3.41 0.46
O -3.4618 -2.5948 -2.7570 2.57 0.02 0.40
H 3.7460 -1.7043 -2.2591 0.87 -1.76 0.43
H -0.7095 1.7019 5.0132 0.77 0.57 -0.98
H -1.0009 -4.9644 -1.0352 2.00 -0.41 -1.93
H 3.5983 -1.3222 0.6161 0.73 0.15 0.05
H -1.1507 2.7901 -2.6812 -3.27 0.61 -1.06
H 1.7753 -1.3717 2.0902 -0.68 0.18 0.58
H -4.3158 -0.9239 -0.0604 -0.90 -1.35 -3.35
O -0.7254 -0.1665 -5.8858 -2.29 0.20 -3.73
H -2.7180 2.8875 -3.4722 1.70 -0.13 1.23
O 3.6558 1.2855 2.7376 -2.81 0.11 -1.56
H -3.2881 2.7057 2.6093 -2.56 3.66 -1.47
H -1.6256 -1.8165 -0.1093 0.44 0.95 -1.48
H -0.2403 -0.5545 -6.6286 0.31 0.28 0.66
H 0.7817 0.4002 -2.3031 -1.23 1.14 -0.33
O 6.4042 0.7121 2.3869 -2.75 1.43 1.65
O -1.0086 3.1496 -6.3506 -0.94 -0.60 0.59
O -0.2135 -2.9905 0.1638 1.03 -0.89 0.40
H 2.9968 1.0651 1.9700 1.29 1.65 1.05
O 0.5053 3.8729 0.3960 1.74 -1.66 -0.28
O -4.0729 4.8633 -1.3539 -1.08 0.22 0.88
O 1.4918 2.7105 -2.3476 1.84 0.81 -0.94
H -4.3112 4.6767 -0.4370 -0.59 0.60 -0.09
H -1.5939 -1.4930 2.4877 0.82 0.63 0.51
O -2.4477 2.3630 5.0500 -1.64 -1.03 0.08
H 0.1670 -0.8237 4.5595 -2.79 -0.98 -2.11
H -0.3819 2.5848 -0.5228 -1.19 0.38 1.13
O -0.6784 -0.7561 3.9136 2.68 -1.05 3.70
O 4.5554 -2.3120 -2.1736 -2.36 1.80 -0.27
H 2.5599 -2.0198 -0.1251 -0.56 -2.36 -1.81
O 2.6511 -1.2928 0.4268 0.20 1.48 1.56
H 4.2672 0.9696 -2.7887 -0.45 1.10 0.15
O 5.4779 -1.7613 0.8220 -0.41 1.40 -0.41
H 0.1960 1.2681 2.2221 -0.04 -0.20 0.18
H 1.0224 -0.7055 -1.1409 1.74 2.71 -3.33
H -0.8163 -1.5819 -1.4864 0.36 -0.67 0.26
O 4.4695 3.8828 -1.2408 -2.06 0.94 -1.38
O 1.5609 -1.6248 -4.4537 1.29 4.12 0.66
H 1.2956 -4.0176 -4.1695 -0.75 1.00 -0.75
H -1.1043 5.5374 0.7506 -0.28 -1.27 -0.75
O 2.8915 1.2894 0.1775 0.67 -1.32 1.71
H -1.0578 3.7807 -5.5931 -0.39 -1.11 -0.79
H 2.5972 2.9513 2.5854 2.46 -0.47 -0.74
H -3.1289 -1.1682 -3.3672 0.74 0.72 -0.74
H -0.5416 0.1635 3.7452 -0.42 1.31 -0.93
H -2.0480 -0.7170 4.9579 0.35 -0.15 0.12
O 1.7672 3.3218 2.7456 -1.25 1.38 -0.54
H 1.3320 -2.7584 4.5845 -0.54 -0.87 -0.32
O 0.7644 -3.8518 -3.4023 2.64 -3.96 2.64
O -1.2853 5.3281 -0.1859 -1.47 -1.73 -1.59
H -0.0356 -3.8480 -0.2596 -0.16 0.54 0.78
O -0.4057 1.7930 -1.0505 2.42 -0.15 -0.48
H -3.0991 -0.6298 6.1645 -0.25 -1.10 2.14
H -3.3366 -0.0047 -1.6574 -0.52 1.65 0.39
H -4.2404 -3.0808 -2.6236 -1.49 -1.28 0.74
H -0.6309 -5.5716 3.9558 0.76 -1.86 0.05
H -2.6618 -2.9645 -2.2858 -1.82 0.42 -0.49
H -1.7985 -0.4103 -3.7257 -0.75 -0.24 0.02
H 5.6840 1.1860 2.9816 2.75 -1.07 -1.23
H 0.1030 -3.2474 -3.2255 -1.84 2.28 -1.69
H 2.0212 -2.0114 -3.7075 -0.14 -0.88 0.22
H 5.0897 -1.5811 -2.4938 1.28 -0.03 -0.15
H -1.1662 1.2719 -1.0953 -2.65 -0.71 0.31
H -0.5229 0.9402 1.0054 -0.62 1.33 -4.54
```
Forces are in eV/Å.

---

(4)
Here is a 3-piece molecular cluster, C2H10NO3 overall from the Open Molecules 2025 dataset. Energies are from ωB97M-V with the def2-TZVPD basis set.

Results
- energy relative to the best compared isomer or geometry (same formula, charge and spin) (kcal per mole) = 53.8
- 2S+1 = 1
- total charge = -1
- HOMO-LUMO gap (eV) = 7.05
- HOMO (eV) = -3.90
- LUMO (Ha) = 0.1156

```
16
Properties=species:S:1:pos:R:3:forces:R:3
H -2.9873 -2.2191 0.4482 -0.68 -0.28 0.07
N -0.6137 1.6227 1.9273 3.27 2.55 -1.60
C 0.3032 -0.0791 0.1399 0.44 -2.52 5.00
O -0.8890 -0.7288 0.2477 0.59 0.35 -1.68
H -1.3839 1.0319 1.9973 -1.71 -1.13 -0.42
H -1.8570 -1.1360 0.6462 -1.68 0.93 0.97
H 0.5436 0.4868 -0.6985 -0.52 1.72 -1.98
H 1.9036 -1.0345 -3.5324 1.13 1.01 -1.19
O 2.5888 -0.6905 -4.1795 -1.04 -0.06 0.72
H 2.3683 0.2354 -4.4111 -0.11 -0.95 0.51
H 1.1061 -0.8917 0.0802 -0.09 0.79 0.38
H -0.7352 2.3937 1.1933 -0.33 -1.81 1.43
H 0.8132 0.1691 2.3875 0.14 0.13 -0.70
H 1.4238 1.4563 1.2561 0.30 0.43 0.42
C 0.5898 0.8183 1.5184 -1.68 -0.98 -1.40
O -3.1744 -1.4344 0.9794 1.96 -0.16 -0.54
```
Forces are in eV/Å.

---

(5)
Here is C30H39BrN4Si2TeV as an isolated structure from the Open Molecules 2025 dataset. Energies are from ωB97M-V with the def2-TZVPD basis set.

Results
- energy relative to the best compared isomer or geometry (same formula, charge and spin) (kcal per mole) = 6.3
- 2S+1 = 4
- total charge = +2
- HOMO-LUMO gap (spin up / spin down) (eV) = 6.45 / 6.93
- HOMO (spin up / spin down) (eV) = -12.78 / -13.49
- LUMO (spin up / spin down) (Ha) = -0.2327 / -0.2412

```
78
Properties=species:S:1:pos:R:3:forces:R:3
H -2.1348 -5.8700 1.3306 0.05 0.03 0.00
H -0.8621 3.1497 1.1518 0.06 -0.02 0.00
H 4.9881 -1.1141 -2.5993 0.01 -0.04 0.06
H -3.6915 1.3541 2.9190 0.06 0.05 -0.03
H -2.5371 1.1320 -1.7820 0.11 0.03 0.02
H -0.7651 -1.1959 -6.2734 0.00 0.00 0.01
H 1.1645 -1.1367 -4.7882 -0.04 0.01 0.00
H 2.5996 -1.1912 -3.3941 0.07 0.06 -0.01
Si 1.0005 4.4224 -0.0336 -0.04 -0.18 0.03
H 0.7441 2.5562 1.5836 -0.12 0.00 0.05
H 3.2803 -1.5533 1.9579 -0.05 0.02 0.02
C -2.1948 -1.3794 -4.6852 0.02 0.01 -0.03
N 0.7067 -0.9467 2.0494 0.08 -0.11 1.24
H -1.9953 1.6135 2.4951 -0.05 0.01 0.01
C 0.1977 -2.0423 2.6476 0.01 -0.20 -0.34
H 3.2705 3.6864 0.5675 0.01 -0.02 -0.08
H -3.1905 -1.5703 -0.0790 0.03 0.01 0.07
H -0.1552 -3.1309 4.4563 0.01 0.06 0.01
H -3.2280 2.8060 2.0350 0.04 -0.06 0.04
C 2.7303 3.8315 -0.3739 0.26 0.01 -0.01
H -3.4199 -1.3692 1.6572 0.06 0.01 -0.06
C 4.6505 -1.2097 -1.5743 0.13 0.00 -0.22
C -2.3939 -1.4749 -3.3189 0.03 -0.01 0.11
N 2.8029 -1.2944 -0.0397 1.46 -0.12 -0.11
H -5.7894 0.6694 0.7200 0.04 0.03 -0.08
C 0.1319 2.9266 0.7608 -0.03 -0.05 0.00
C 5.0537 -1.4780 0.7579 0.13 -0.03 0.03
N 1.0529 -1.2647 -2.0021 -0.10 -0.37 -1.51
H 2.7385 2.8886 -0.9275 0.01 -0.02 -0.02
C 0.1790 -1.2348 -4.3521 0.09 0.01 -0.16
C 0.0073 -3.9651 -0.4351 0.02 0.28 0.27
C -1.4404 -5.0737 1.0912 -0.09 -0.09 0.09
C -5.0743 1.0349 -0.0238 -0.33 0.01 0.00
C 1.2431 0.0069 2.8239 -0.14 -0.09 -0.11
Te -0.1455 1.3316 -0.6509 0.08 1.32 -0.32
C 0.2219 -2.2172 4.0159 -0.13 0.00 0.19
C -0.9109 -1.2666 -5.2046 0.12 0.02 0.06
H 1.7329 0.7105 4.7814 -0.01 -0.02 -0.02
C 3.2971 -1.2152 -1.3033 -0.19 -0.02 0.09
C -3.0235 1.7361 2.1403 0.02 0.13 0.32
C 0.7661 -1.2166 4.8067 -0.02 -0.05 0.10
H 1.4769 5.5921 2.1126 -0.05 0.03 -0.08
H -1.8264 -1.0804 0.9604 0.01 -0.01 0.02
H -5.2959 2.0915 -0.2014 -0.03 -0.08 -0.01
C 0.1129 4.9153 -1.5781 -0.18 0.11 -0.24
H -0.8970 5.2667 -1.3429 0.05 -0.02 -0.07
H -1.0137 -5.7839 -0.8981 0.01 0.04 0.02
H 0.6456 5.7526 -2.0396 -0.07 -0.04 -0.01
V 0.8100 -1.1182 0.0095 -0.92 0.86 0.21
H 3.2933 4.5589 -0.9652 -0.02 -0.04 0.05
C 2.2836 -1.2029 -2.3572 0.16 -0.06 0.06
C -2.8992 -0.9628 0.7837 -0.11 -0.33 0.02
H -2.3845 2.6318 -0.8816 0.01 -0.04 -0.06
Br -3.6659 -1.3941 -5.8378 -0.13 -0.02 -0.11
H 6.6161 -1.3480 -0.7133 -0.07 0.01 0.00
C 0.9868 5.8326 1.1641 0.00 0.17 0.20
C -1.1409 -4.1025 2.0349 -0.05 -0.14 0.14
C -0.8336 -5.0219 -0.1518 0.01 -0.07 -0.07
C -0.0076 -1.3198 -2.9772 0.26 0.12 0.27
H 5.7176 -1.6116 1.6015 -0.03 0.01 -0.03
H -1.5903 -4.1279 3.0185 0.01 -0.03 -0.04
H 0.0393 4.1200 -2.3237 0.02 0.04 0.04
H -5.2526 0.4919 -0.9565 -0.02 0.05 0.05
N 0.2677 -2.9867 0.4560 -0.57 -1.61 0.35
C 1.2863 -0.0846 4.2003 0.02 0.05 0.07
Si -3.3340 0.8337 0.5573 0.04 0.10 -0.13
H 1.6651 0.8563 2.3068 0.01 0.05 -0.04
H 0.4899 -3.8757 -1.3977 -0.01 0.05 -0.06
C 5.5491 -1.3389 -0.5282 0.10 0.01 0.00
C -1.2954 -1.4401 -2.4761 -0.12 -0.09 0.14
C -0.2649 -3.0940 1.7002 0.30 0.21 -0.09
H 1.5112 6.6889 0.7260 -0.05 -0.07 0.07
C 3.6887 -1.4484 0.9631 -0.33 0.11 -0.24
C -2.2565 1.5480 -0.8111 -0.06 -0.01 -0.08
H -3.3948 -1.5803 -2.9202 0.03 0.02 -0.01
H -0.0387 6.1496 1.3780 0.10 0.00 0.02
H 0.8031 -1.3306 5.8830 -0.01 0.01 -0.05
H -1.4596 -1.5219 -1.4059 0.03 -0.01 -0.02
```
Forces are in eV/Å.